[1]
{
  "formula": "H24O12",
  "method": "ωB97M-V/def2-TZVPD",
  "de_lowest_kj_mol": 75.8,
  "spin_multiplicity": 2,
  "orbital_gap_ev": [2.5, 10.6],
  "homo_ha": [0.008, -0.298],
  "e_lumo_ha": [0.098, 0.093],
  "e_tot_ha": -917.26477,
  "mol_weight_g_mol": 216.18,
  "charge": -1,
  "species": ["O", "H", "H", "O", "H", "H", "O", "H", "H", "O", "H", "H", "O", "H", "H", "O", "H", "H", "O", "H", "H", "O", "H", "H", "O", "H", "H", "O", "H", "H", "O", "H", "H", "O", "H", "H"],
  "coordinates": [[1.29, 0.50, 3.34], [1.66, 1.32, 2.98], [0.55, 0.32, 2.76], [-2.69, -0.07, 2.40], [-1.95, -0.44, 2.90], [-2.83, 0.78, 2.82], [-0.48, -3.73, 0.05], [-0.36, -2.78, -0.05], [-1.42, -3.93, 0.10], [0.32, 1.75, 0.77], [1.19, 1.40, 0.52], [-0.04, 0.83, 0.88], [-0.61, -0.70, 0.14], [-0.24, -0.76, -0.75], [-1.56, -0.75, -0.10], [-2.54, 1.99, -1.30], [-1.96, 1.29, -1.62], [-2.17, 2.12, -0.42], [2.17, -1.42, -2.00], [2.01, -1.58, -2.93], [2.00, -0.48, -1.89], [-3.09, -0.94, -0.94], [-3.51, -1.39, -0.19], [-3.54, -0.08, -0.93], [-0.38, 0.17, -2.71], [-0.35, -0.65, -3.22], [0.29, 0.75, -3.11], [0.15, -2.14, 3.11], [0.91, -1.63, 3.39], [0.14, -2.40, 2.19], [2.26, 1.60, -3.02], [2.78, 1.94, -2.28], [1.79, 2.37, -3.35], [3.52, 2.62, 0.26], [3.14, 2.36, 1.11], [3.42, 3.58, 0.16]]
}

[2]
{
  "formula": "H24O12",
  "method": "ωB97M-V/def2-TZVPD",
  "de_lowest_kj_mol": 998.4,
  "orbital_gap_ev": 8.2,
  "homo_ha": -0.341,
  "e_lumo_ha": -0.040,
  "e_tot_ha": -916.94508,
  "mol_weight_g_mol": 216.18,
  "species": ["O", "H", "H", "O", "H", "H", "O", "H", "H", "O", "H", "H", "O", "H", "H", "O", "H", "H", "O", "H", "H", "O", "H", "H", "O", "H", "H", "O", "H", "H", "O", "H", "H", "O", "H", "H"],
  "coordinates": [[2.43, 0.54, 0.61], [1.64, 0.89, 0.19], [2.56, -0.31, 0.20], [1.60, -1.15, 1.95], [2.08, -1.56, 2.67], [0.69, -1.43, 2.09], [-0.67, -1.27, 1.83], [-0.57, -0.49, 2.37], [-1.60, -1.48, 1.87], [1.26, 2.44, -1.15], [0.40, 2.47, -0.73], [1.79, 3.06, -0.66], [1.81, -1.29, -1.32], [1.30, -1.55, -2.08], [1.29, -0.59, -0.91], [-1.31, -1.58, -2.03], [-1.27, -1.60, -1.07], [-1.34, -0.65, -2.25], [-1.01, 0.78, -2.48], [-1.49, 0.56, -1.68], [-0.65, 1.65, -2.31], [-2.42, -0.06, -0.39], [-2.70, 0.19, 0.49], [-3.17, -0.56, -0.74], [0.13, -0.12, -0.35], [-0.42, 0.66, -0.45], [0.08, -0.33, 0.58], [0.71, 1.05, 2.05], [0.39, 0.59, 2.83], [1.47, 0.54, 1.77], [-0.91, 2.09, -0.70], [-1.48, 2.61, -1.26], [-1.25, 2.23, 0.18], [0.10, -2.46, 0.15], [0.65, -1.81, -0.28], [-0.13, -2.07, 0.99]]
}

[3]
{
  "formula": "H24O12",
  "method": "ωB97M-V/def2-TZVPD",
  "de_lowest_kj_mol": 222.7,
  "orbital_gap_ev": 9.6,
  "homo_ha": -0.358,
  "e_lumo_ha": -0.007,
  "e_tot_ha": -917.24054,
  "mol_weight_g_mol": 216.18,
  "smiles": "O.O.O.O.O.O.O.O.O.O.O.O",
  "species": ["O", "H", "H", "O", "H", "H", "O", "H", "H", "O", "H", "H", "O", "H", "H", "O", "H", "H", "O", "H", "H", "O", "H", "H", "O", "H", "H", "O", "H", "H", "O", "H", "H", "O", "H", "H"],
  "coordinates": [[-4.42, 18.50, 0.65], [-4.52, 19.43, 0.42], [-4.87, 18.06, -0.04], [-8.32, 17.93, -3.42], [-9.04, 18.49, -3.72], [-7.52, 18.27, -3.74], [-3.71, 17.56, -3.19], [-3.66, 17.10, -4.03], [-4.62, 17.40, -2.99], [-2.57, 20.06, -1.61], [-1.96, 19.64, -2.16], [-3.34, 19.48, -1.69], [-7.98, 16.96, 1.45], [-7.56, 16.59, 0.70], [-8.86, 16.61, 1.52], [-4.81, 20.98, -0.10], [-4.82, 21.94, -0.26], [-4.92, 20.70, -0.98], [-8.28, 16.07, -1.55], [-7.52, 15.87, -2.07], [-8.48, 16.93, -1.83], [-5.93, 18.11, -1.58], [-6.71, 18.56, -1.22], [-6.18, 17.18, -1.57], [-8.58, 21.65, -2.19], [-8.46, 22.51, -1.75], [-8.33, 21.00, -1.58], [-5.53, 16.03, 0.00], [-4.70, 15.92, -0.44], [-5.37, 15.73, 0.84], [-8.09, 19.80, -0.33], [-8.91, 19.27, -0.26], [-7.86, 19.80, 0.63], [-6.19, 15.24, -3.01], [-5.86, 14.40, -2.70], [-6.17, 15.10, -3.96]]
}

[4]
{
  "formula": "H24O12",
  "method": "ωB97M-V/def2-TZVPD",
  "de_lowest_kj_mol": 276.5,
  "orbital_gap_ev": 11.1,
  "homo_ha": -0.407,
  "e_lumo_ha": 0.000,
  "e_tot_ha": -917.22006,
  "mol_weight_g_mol": 216.18,
  "smiles": "O.O.O.O.O.O.O.O.O.O.O.O",
  "species": ["O", "H", "H", "O", "H", "H", "O", "H", "H", "O", "H", "H", "O", "H", "H", "O", "H", "H", "O", "H", "H", "O", "H", "H", "O", "H", "H", "O", "H", "H", "O", "H", "H", "O", "H", "H"],
  "coordinates": [[12.98, 7.87, -15.05], [12.85, 8.79, -14.81], [12.38, 7.39, -14.48], [12.59, 16.34, -14.19], [13.04, 16.67, -14.97], [12.38, 17.12, -13.68], [11.60, 10.89, -11.53], [11.99, 10.32, -10.87], [10.75, 11.14, -11.16], [17.38, 7.27, -13.23], [16.84, 7.69, -13.90], [17.48, 6.37, -13.54], [18.41, 9.19, -9.51], [19.06, 8.70, -9.01], [18.25, 8.66, -10.28], [16.44, 12.73, -13.37], [15.61, 12.86, -13.83], [16.25, 12.07, -12.71], [12.74, 15.10, -10.22], [12.17, 15.82, -9.96], [12.53, 14.94, -11.14], [19.73, 15.05, -11.16], [19.02, 14.86, -11.77], [19.50, 15.89, -10.77], [14.19, 12.21, -18.00], [13.25, 12.37, -17.93], [14.42, 12.54, -18.87], [17.90, 12.94, -7.23], [18.72, 13.44, -7.29], [18.05, 12.17, -7.78], [10.11, 13.63, -16.17], [10.71, 14.12, -15.60], [10.03, 14.18, -16.95], [19.18, 13.10, -16.76], [18.60, 12.99, -16.00], [19.60, 13.95, -16.61]]
}

[5]
{
  "formula": "H24O12",
  "method": "ωB97M-V/def2-TZVPD",
  "de_lowest_kj_mol": 774.8,
  "orbital_gap_ev": 8.7,
  "homo_ha": -0.337,
  "e_lumo_ha": -0.017,
  "e_tot_ha": -917.03025,
  "mol_weight_g_mol": 216.18,
  "smiles": "O.O.O.O.O.O.O.O.O.O.O.O",
  "species": ["O", "H", "H", "O", "H", "H", "O", "H", "H", "O", "H", "H", "O", "H", "H", "O", "H", "H", "O", "H", "H", "O", "H", "H", "O", "H", "H", "O", "H", "H", "O", "H", "H", "O", "H", "H"],
  "coordinates": [[-0.24, 0.43, -0.94], [-0.98, 0.72, -0.31], [0.55, 0.80, -0.60], [-2.66, -2.96, -2.01], [-2.56, -2.43, -1.22], [-3.32, -2.56, -2.43], [1.12, 0.40, 1.21], [0.64, -0.40, 1.38], [1.96, 0.10, 0.87], [2.98, 2.39, 1.49], [3.87, 2.78, 1.42], [2.83, 2.06, 0.63], [-3.46, 4.49, -0.33], [-4.35, 4.91, -0.30], [-3.41, 4.09, 0.48], [-3.14, -0.34, -1.39], [-2.93, 0.57, -1.17], [-4.04, -0.42, -1.89], [1.44, 2.49, -3.11], [2.40, 2.22, -3.04], [1.19, 2.46, -2.20], [-1.45, -1.94, 1.06], [-1.43, -0.95, 0.97], [-1.56, -2.03, 2.00], [3.33, -0.34, -0.44], [3.36, 0.59, -0.47], [2.41, -0.76, -0.51], [2.80, -3.37, -1.97], [2.18, -2.83, -1.46], [3.09, -3.94, -1.32], [-2.90, -1.45, 3.43], [-2.74, -0.81, 2.86], [-2.41, -1.24, 4.23], [2.27, -0.06, 2.52], [2.91, 0.02, 3.21], [1.69, -0.78, 2.63]]
}

[6]
{
  "formula": "H24O12",
  "method": "ωB97M-V/def2-TZVPD",
  "de_lowest_kj_mol": 1075.3,
  "orbital_gap_ev": 7.6,
  "homo_ha": -0.280,
  "e_lumo_ha": -0.002,
  "e_tot_ha": -916.91581,
  "mol_weight_g_mol": 216.18,
  "species": ["H", "H", "H", "H", "H", "H", "H", "H", "H", "H", "H", "H", "H", "H", "H", "H", "H", "H", "H", "H", "H", "H", "H", "H", "O", "O", "O", "O", "O", "O", "O", "O", "O", "O", "O", "O"],
  "coordinates": [[-0.25, 0.88, 0.47], [0.93, 0.40, -0.36], [-2.43, 0.90, 1.13], [-1.36, 1.98, 1.17], [-3.93, -3.73, -1.87], [-2.75, -2.77, -1.82], [5.06, 2.92, -0.26], [4.44, 1.61, 0.19], [-0.24, 4.22, 0.19], [0.51, 5.55, 0.15], [-1.84, -1.87, 3.89], [-0.91, -0.93, 3.15], [-2.71, 2.34, -2.05], [-3.79, 3.38, -1.83], [3.95, -2.84, -2.03], [2.49, -2.76, -2.46], [2.69, 0.02, 2.37], [3.01, -1.46, 2.49], [3.47, -1.79, -3.55], [3.83, -0.76, -2.49], [-4.20, 1.47, 0.52], [-4.23, 0.56, -0.69], [-0.13, -3.44, 1.61], [-1.56, -3.45, 1.09], [-0.03, 0.36, -0.31], [-1.54, 1.08, 1.47], [-3.23, -3.36, -2.42], [4.35, 2.56, 0.28], [0.65, 4.59, 0.12], [-1.05, -1.86, 3.34], [-3.24, 2.75, -1.36], [3.09, -2.53, -1.74], [2.85, -0.68, 3.02], [3.08, -1.21, -2.89], [-3.93, 1.42, -0.40], [-1.05, -3.53, 1.90]]
}

[7]
{
  "formula": "H24O12",
  "method": "ωB97M-V/def2-TZVPD",
  "de_lowest_kj_mol": 371.5,
  "orbital_gap_ev": 10.2,
  "homo_ha": -0.391,
  "e_lumo_ha": -0.016,
  "e_tot_ha": -917.18386,
  "mol_weight_g_mol": 216.18,
  "smiles": "O.O.O.O.O.O.O.O.O.O.O.O",
  "species": ["O", "H", "H", "O", "H", "H", "O", "H", "H", "O", "H", "H", "O", "H", "H", "O", "H", "H", "O", "H", "H", "O", "H", "H", "O", "H", "H", "O", "H", "H", "O", "H", "H", "O", "H", "H"],
  "coordinates": [[42.98, 31.26, 6.80], [43.47, 31.45, 6.08], [43.01, 30.31, 6.90], [38.48, 29.70, 4.34], [38.26, 29.99, 5.33], [37.90, 30.09, 3.66], [43.88, 32.49, 4.58], [43.20, 33.16, 4.71], [43.64, 31.74, 3.97], [39.01, 34.23, 6.77], [38.90, 34.44, 5.92], [39.57, 33.50, 6.91], [41.84, 33.82, 5.14], [41.39, 34.16, 4.34], [41.83, 34.58, 5.66], [39.24, 30.59, 1.16], [38.96, 31.09, 0.25], [39.84, 31.10, 1.57], [39.81, 27.38, 4.16], [40.24, 27.30, 3.34], [39.50, 28.21, 4.28], [40.75, 32.00, 7.25], [41.60, 31.65, 7.22], [40.74, 32.29, 8.18], [40.86, 29.02, 7.26], [41.78, 29.01, 7.13], [40.51, 29.89, 7.22], [42.95, 30.51, 2.88], [42.68, 31.03, 2.05], [42.10, 30.49, 3.55], [40.69, 31.21, 4.38], [41.11, 31.78, 5.06], [39.78, 30.79, 4.73], [41.12, 32.40, 2.10], [40.45, 33.12, 1.90], [40.96, 32.20, 3.05]]
}

Please write out number 2 again, unchanged.
{
  "formula": "H24O12",
  "method": "ωB97M-V/def2-TZVPD",
  "de_lowest_kj_mol": 998.4,
  "orbital_gap_ev": 8.2,
  "homo_ha": -0.341,
  "e_lumo_ha": -0.040,
  "e_tot_ha": -916.94508,
  "mol_weight_g_mol": 216.18,
  "species": ["O", "H", "H", "O", "H", "H", "O", "H", "H", "O", "H", "H", "O", "H", "H", "O", "H", "H", "O", "H", "H", "O", "H", "H", "O", "H", "H", "O", "H", "H", "O", "H", "H", "O", "H", "H"],
  "coordinates": [[2.43, 0.54, 0.61], [1.64, 0.89, 0.19], [2.56, -0.31, 0.20], [1.60, -1.15, 1.95], [2.08, -1.56, 2.67], [0.69, -1.43, 2.09], [-0.67, -1.27, 1.83], [-0.57, -0.49, 2.37], [-1.60, -1.48, 1.87], [1.26, 2.44, -1.15], [0.40, 2.47, -0.73], [1.79, 3.06, -0.66], [1.81, -1.29, -1.32], [1.30, -1.55, -2.08], [1.29, -0.59, -0.91], [-1.31, -1.58, -2.03], [-1.27, -1.60, -1.07], [-1.34, -0.65, -2.25], [-1.01, 0.78, -2.48], [-1.49, 0.56, -1.68], [-0.65, 1.65, -2.31], [-2.42, -0.06, -0.39], [-2.70, 0.19, 0.49], [-3.17, -0.56, -0.74], [0.13, -0.12, -0.35], [-0.42, 0.66, -0.45], [0.08, -0.33, 0.58], [0.71, 1.05, 2.05], [0.39, 0.59, 2.83], [1.47, 0.54, 1.77], [-0.91, 2.09, -0.70], [-1.48, 2.61, -1.26], [-1.25, 2.23, 0.18], [0.10, -2.46, 0.15], [0.65, -1.81, -0.28], [-0.13, -2.07, 0.99]]
}

Repeat the third record exactly.
{
  "formula": "H24O12",
  "method": "ωB97M-V/def2-TZVPD",
  "de_lowest_kj_mol": 222.7,
  "orbital_gap_ev": 9.6,
  "homo_ha": -0.358,
  "e_lumo_ha": -0.007,
  "e_tot_ha": -917.24054,
  "mol_weight_g_mol": 216.18,
  "smiles": "O.O.O.O.O.O.O.O.O.O.O.O",
  "species": ["O", "H", "H", "O", "H", "H", "O", "H", "H", "O", "H", "H", "O", "H", "H", "O", "H", "H", "O", "H", "H", "O", "H", "H", "O", "H", "H", "O", "H", "H", "O", "H", "H", "O", "H", "H"],
  "coordinates": [[-4.42, 18.50, 0.65], [-4.52, 19.43, 0.42], [-4.87, 18.06, -0.04], [-8.32, 17.93, -3.42], [-9.04, 18.49, -3.72], [-7.52, 18.27, -3.74], [-3.71, 17.56, -3.19], [-3.66, 17.10, -4.03], [-4.62, 17.40, -2.99], [-2.57, 20.06, -1.61], [-1.96, 19.64, -2.16], [-3.34, 19.48, -1.69], [-7.98, 16.96, 1.45], [-7.56, 16.59, 0.70], [-8.86, 16.61, 1.52], [-4.81, 20.98, -0.10], [-4.82, 21.94, -0.26], [-4.92, 20.70, -0.98], [-8.28, 16.07, -1.55], [-7.52, 15.87, -2.07], [-8.48, 16.93, -1.83], [-5.93, 18.11, -1.58], [-6.71, 18.56, -1.22], [-6.18, 17.18, -1.57], [-8.58, 21.65, -2.19], [-8.46, 22.51, -1.75], [-8.33, 21.00, -1.58], [-5.53, 16.03, 0.00], [-4.70, 15.92, -0.44], [-5.37, 15.73, 0.84], [-8.09, 19.80, -0.33], [-8.91, 19.27, -0.26], [-7.86, 19.80, 0.63], [-6.19, 15.24, -3.01], [-5.86, 14.40, -2.70], [-6.17, 15.10, -3.96]]
}